[1]
8
Properties=species:S:1:pos:R:3:forces:R:3 method="wB97M-V/def2-TZVPD" multiplicity=1 e_above_lowest_kcal_mol=8.9 homo_energy_ev=-16.848 total_charge=+1
O -0.33050 1.03621 -1.34488 1.1 0.5 1.0
H -0.44076 1.79740 -0.73112 0.0 -0.3 -0.9
H 0.55496 1.17211 -1.75201 -0.9 0.1 0.1
N 0.04311 -0.80124 0.76567 0.2 -0.4 0.6
H -0.79171 -0.65996 1.36613 0.5 -0.1 -0.4
H -0.16382 -1.52283 0.04878 0.1 0.6 0.4
H 0.84155 -1.11373 1.35072 -0.6 0.1 -0.3
H 0.28717 0.09204 0.29670 -0.4 -0.4 -0.4

[2]
99
Properties=species:S:1:pos:R:3:forces:R:3 method="wB97M-V/def2-TZVPD" multiplicity=1 homo_energy_ev=-11.893 total_charge=+1
C -3.81729 1.16157 1.96608 -0.6 0.2 0.9
C -3.35737 2.34347 2.85599 1.1 -0.7 -1.0
B -1.82402 2.70172 2.77487 -1.3 0.6 0.7
O -1.43635 3.92781 3.26521 0.4 -0.4 -1.0
N -0.84555 1.70025 2.24579 -0.8 0.3 0.1
C 0.29159 1.92358 1.66765 0.8 -0.2 0.2
N 1.03890 0.77926 1.31653 -0.1 0.2 0.1
C 0.90178 0.32165 -0.08970 0.0 -0.7 0.3
C -0.52392 0.29499 -0.64397 0.8 -0.5 -0.6
C -0.70417 -0.90347 -1.60579 0.1 0.8 -0.9
O -2.02540 -1.42237 -1.51060 0.9 -0.1 0.1
C -2.16735 -2.16506 -0.37766 1.1 -1.2 -0.6
C -1.13584 -3.20113 -0.00304 0.8 0.9 -1.1
O -3.10379 -1.99628 0.29717 -2.8 0.7 1.7
C 2.44259 0.91719 1.74977 -0.1 -0.4 0.3
O 2.49844 2.05459 2.54752 0.3 0.4 0.0
C 2.20682 3.18166 1.76277 0.7 0.0 0.3
N 0.74281 3.21018 1.49307 0.4 -1.2 -0.5
Si 0.28709 3.98715 -0.07325 -0.6 2.0 -0.8
C 1.38218 3.58164 -1.54789 -0.4 -0.1 0.2
C 0.48582 5.84765 0.22205 0.3 -1.3 0.4
C -1.55946 3.75319 -0.45265 1.0 -0.7 0.9
H -3.08719 0.36283 1.83786 0.0 0.0 -0.2
H -4.67411 0.69490 2.44688 -0.1 -0.2 -0.1
H -4.18549 1.51578 1.00846 0.3 -0.1 -0.3
H -3.56985 2.18447 3.91506 -0.2 0.0 0.1
H -3.87592 3.25172 2.54714 -0.1 0.1 0.3
H -1.47532 4.55274 2.52405 0.2 0.3 0.6
H -1.10243 0.72405 2.35462 0.1 0.0 -0.3
H 1.26529 -0.70646 -0.10081 0.2 0.0 0.2
H 1.60287 0.88088 -0.71567 -0.2 0.2 -0.2
H -0.65483 1.17850 -1.25941 -0.6 0.3 0.3
H -1.29216 0.18637 0.11842 0.0 0.3 0.1
H 0.07310 -1.65691 -1.47735 -0.2 -0.1 0.2
H -0.60239 -0.54397 -2.62575 0.0 -0.1 -0.2
H -0.40999 -2.68016 0.62432 0.1 -0.3 0.3
H -1.57234 -4.03447 0.52131 -0.2 0.0 0.2
H -0.61073 -3.51254 -0.90648 0.1 -0.4 0.2
H 2.72044 0.07678 2.38061 0.0 -0.1 -0.1
H 3.13053 0.96582 0.89630 -0.1 0.1 -0.1
H 2.51273 4.04364 2.34834 -0.3 0.2 -0.1
H 2.82700 3.12542 0.86135 -0.2 0.2 -0.2
H 1.06800 2.68144 -2.07214 0.2 -0.2 0.0
H 1.21941 4.39219 -2.26162 -0.1 0.1 0.1
H 2.45101 3.57897 -1.34758 0.1 -0.2 0.0
H 1.54556 6.06677 0.35083 0.0 0.3 -0.1
H -0.02154 6.11276 1.14896 -0.1 0.3 0.0
H 0.06822 6.37635 -0.62821 0.0 0.2 0.0
H -1.90497 2.76245 -0.15560 -0.3 0.0 -0.1
H -1.72939 3.85737 -1.51874 -0.1 0.2 -0.1
H -2.09592 4.50426 0.12654 -0.2 0.1 -0.2
C 0.69075 -1.99893 5.34088 -0.2 -0.2 -0.1
C 1.70066 -2.29556 4.24503 0.0 0.5 0.4
C 3.00129 -1.53773 4.46298 0.1 -0.1 -0.2
O 1.14459 -1.94474 2.97236 0.0 -0.1 -0.3
H 0.44316 -0.93150 5.35694 0.2 0.0 0.0
H -0.23900 -2.54449 5.16351 0.2 0.0 0.0
H 1.07906 -2.27797 6.32182 0.0 0.1 0.0
H 1.90238 -3.36658 4.21249 -0.1 0.0 -0.2
H 2.82309 -0.45672 4.45307 -0.1 0.0 0.2
H 3.71247 -1.75564 3.66342 0.0 -0.1 0.0
H 3.45898 -1.80264 5.41617 0.0 0.0 0.0
H 0.95831 -0.99764 2.98484 -0.1 -0.1 0.0
C -1.99181 -1.53918 -5.41875 -0.1 0.1 0.2
C -0.65615 -0.94215 -5.83122 -0.2 -0.6 -0.4
C -0.48089 -0.94828 -7.34143 0.1 0.2 0.0
O 0.40778 -1.68026 -5.22150 0.1 0.3 0.3
H -2.07319 -2.58183 -5.73685 0.0 0.0 -0.1
H -2.08949 -1.53054 -4.33130 -0.1 0.0 0.0
H -2.82735 -0.98393 -5.84716 0.0 0.0 0.0
H -0.58397 0.08240 -5.45922 0.2 0.0 0.1
H -0.50402 -1.97085 -7.72714 -0.1 0.0 0.0
H 0.48582 -0.52328 -7.61654 0.0 0.0 0.0
H -1.26656 -0.37396 -7.83409 0.0 0.0 0.0
H 0.35734 -2.58846 -5.54300 0.0 0.1 0.0
C -1.79999 -6.26376 5.17855 0.2 0.0 -0.1
C -1.74888 -5.02391 6.05748 -0.6 -0.3 -0.1
C -2.79725 -5.08012 7.15717 0.1 0.1 0.1
O -1.94909 -3.85517 5.25682 0.1 0.1 0.0
H -2.77371 -6.34803 4.68815 0.0 0.0 0.1
H -1.04696 -6.20634 4.39103 0.0 0.0 0.1
H -1.62625 -7.16920 5.76128 0.0 0.0 0.0
H -0.75647 -4.93079 6.50203 0.0 0.2 -0.1
H -3.80225 -5.12742 6.72887 0.0 -0.1 0.0
H -2.75286 -4.18222 7.77489 0.1 0.0 0.0
H -2.65246 -5.95096 7.79765 0.0 0.0 0.0
H -2.82344 -3.91860 4.85403 0.1 0.0 0.0
C 2.64771 1.33041 -5.69031 -0.2 -0.1 0.1
C 2.90989 1.79670 -7.11423 0.6 0.0 0.4
C 4.07460 1.04331 -7.73735 0.0 0.0 -0.2
O 3.18239 3.19765 -7.12212 -0.3 0.1 -0.1
H 3.51980 1.51424 -5.05521 0.1 -0.1 -0.1
H 1.81308 1.88468 -5.25419 0.0 0.0 -0.1
H 2.41281 0.26420 -5.65899 0.0 0.0 0.0
H 2.01326 1.64899 -7.71820 0.0 0.2 0.0
H 4.99327 1.21689 -7.16993 0.0 0.0 0.1
H 4.25429 1.39224 -8.75445 -0.1 0.0 0.0
H 3.88265 -0.03071 -7.76577 0.0 0.0 0.0
H 3.97545 3.34715 -6.59408 0.0 0.0 -0.1

no.,gap between HOMO and LUMO (hartree)
1,0.45891
2,0.29892